This record from OMol25 describes the molecule C3H3N3O2 at a distorted geometry. The level of theory is the ωB97M-V functional and the def2-TZVPD basis.

Each line ends with the natural charge from an NBO analysis.
Cartesian coordinates (Å):
O  1.1005  -1.8802  -0.3976  -0.59
C  0.8865  -0.6651  -0.5674  0.58
N  1.2106  0.1307  -1.6064  -0.43
N  0.6572  1.2943  -1.5412  0.01
N  -0.1358  1.4349  -0.5412  -0.21
C  -0.1263  0.2165  0.1056  -0.14
C  -0.7568  -0.2664  1.2184  0.27
O  -1.7442  0.5671  1.6377  -0.64
H  2.0952  0.2728  -2.2572  0.44
H  -0.8345  -1.2821  1.5857  0.22
H  -2.3523  0.1774  2.3633  0.50

Forces on atoms 1 to 3 (eV/Å):
0.35 2.39 -0.16
-1.71 -3.40 1.33
4.75 -0.20 -3.44

Output
**HOMO level**: -9.0 eV
**Multiplicity**: 1
**E_LUMO**: -0.65 eV
**Kohn-Sham gap**: 8.36 eV
**SMILES string**: O=C1NN=N/C1=C\O
**Energy above the lowest of the compared OMol25 structures with the same formula, charge and spin**: 383.7 kJ/mol